# 1
Computed, not measured: an isolated molecule of C5H13NO, with ωB97M-V/def2-TZVPD.

Element x y z (Å)
O: -0.8680 2.1586 1.4696
N: -0.8307 -0.4591 0.6190
C: 0.7111 -2.1087 -0.3827
C: -0.2317 0.1453 -1.6566
C: 0.2146 -0.2887 -0.2731
C: -1.6021 1.1016 0.9232
C: 1.4350 0.4864 0.2011
H: -1.1993 -0.2889 -1.8958
H: 1.7682 0.1295 1.1752
H: 2.2487 0.3801 -0.5150
H: 0.4990 -0.1914 -2.3914
H: 0.9424 -2.4953 0.6047
H: -1.9802 1.4258 -0.0415
H: -0.4700 -0.7612 1.5210
H: 1.1968 1.5474 0.2773
H: 1.5981 -2.0958 -1.0076
H: -0.2952 1.2304 -1.7294
H: -2.4159 0.7796 1.5792
H: -0.1218 -2.6262 -0.8437
H: -0.5989 1.9305 2.3666

Forces on the atoms, in the same order (eV/Å):
O 0.20 -0.49 -0.16
N -3.23 4.26 1.85
C -0.31 3.62 -0.43
C 0.18 -0.28 0.15
C 2.45 -4.07 -1.13
C 0.74 -2.99 0.05
C -0.09 -0.07 -0.22
H -0.07 -0.04 -0.05
H 0.06 -0.02 0.05
H 0.12 -0.04 0.02
H -0.01 0.06 -0.08
H -0.08 0.14 0.15
H 0.13 -0.17 0.02
H -0.10 0.13 0.04
H 0.00 0.03 0.06
H 0.10 -0.30 -0.12
H -0.05 0.13 0.02
H 0.07 0.09 -0.13
H -0.05 -0.01 -0.02
H -0.07 0.02 -0.07

Values from the calculation:
Energy above the lowest of the compared OMol25 structures with the same formula, charge and spin ... 2.620 eV
LUMO energy ... 0.8 eV
Energy ... -328.222560 hartree
Highest occupied orbital energy ... -8.4 eV
Total charge ... 0

# 2
Computed, not measured: a cluster of 2 separate species, C5H13NO in total, with ωB97M-V/def2-TZVPD.

Element x y z (Å)
O: 1.0557 1.4668 -1.3517
N: 0.8227 -2.0529 -0.7618
C: 0.0998 -1.3147 0.1387
C: -1.2961 -0.7980 -0.3790
C: 0.5240 -1.0868 1.3871
C: -2.0617 0.2087 0.4708
C: 1.4948 2.2842 -0.2874
H: 0.6841 -1.8160 -1.7407
H: 1.4528 -1.5171 1.7478
H: 2.2110 1.7380 0.3352
H: -0.0482 -0.5070 2.1016
H: -1.4809 1.1258 0.6112
H: 0.5869 0.6576 -0.9620
H: -3.0007 0.4805 -0.0223
H: -2.3073 -0.1979 1.4567
H: 1.9825 3.1774 -0.6872
H: -1.9179 -1.6948 -0.4875
H: -1.2021 -0.4091 -1.4002
H: 0.6403 2.5896 0.3237
H: 1.7605 -2.3343 -0.4930

Forces on the atoms, in the same order (eV/Å):
O -1.01 -1.66 0.23
N -0.04 -0.42 -0.89
C -1.31 1.22 0.52
C 0.74 -0.89 0.09
C -0.12 0.08 0.17
C 0.32 0.07 0.17
C -0.07 -0.24 0.33
H 0.27 -0.24 0.40
H 0.02 0.11 -0.09
H -0.02 0.17 0.11
H -0.05 -0.16 -0.17
H -0.09 -0.07 0.04
H 1.17 1.85 -0.63
H 0.18 -0.09 0.04
H 0.07 0.06 -0.13
H -0.13 -0.21 -0.12
H 0.12 0.00 -0.04
H 0.20 0.01 0.04
H 0.14 0.14 0.14
H -0.38 0.26 -0.23

Values from the calculation:
Energy above the lowest of the compared OMol25 structures with the same formula, charge and spin ... 1.519 eV
LUMO energy ... 1.0 eV
Energy ... -328.263033 hartree
Highest occupied orbital energy ... -8.3 eV
Total charge ... 0